Entry 1:
{"formula": "C6H12O", "method": "ωB97M-V/def2-TZVPD", "species": ["C", "C", "O", "C", "C", "C", "C", "H", "H", "H", "H", "H", "H", "H", "H", "H", "H", "H", "H"], "positions_angstrom": [[-2.515, 1.170, 1.090], [-0.948, 0.276, -0.811], [-1.111, 1.080, 0.825], [-0.160, -0.925, -0.453], [0.892, -1.312, -1.472], [1.329, -0.966, -0.086], [2.133, 0.286, 0.186], [-2.958, 1.442, 0.133], [-2.699, 1.932, 1.854], [-2.917, 0.203, 1.406], [-0.243, 1.053, -1.155], [-0.695, 0.495, 1.476], [-0.733, -1.773, -0.070], [1.089, -0.586, -2.258], [0.923, -2.345, -1.806], [1.608, -1.819, 0.531], [1.747, 1.136, -0.385], [3.184, 0.147, -0.093], [2.106, 0.559, 1.248]], "lowdin_charge": [-0.09, 0.03, -0.16, -0.36, -0.10, -0.31, -0.08, 0.08, 0.09, 0.09, 0.03, 0.12, 0.12, 0.11, 0.10, 0.13, 0.07, 0.08, 0.07], "total_charge": 0, "homo_lumo_gap_ev": 8.0, "relative_energy_kj_mol": 490.10, "lumo_energy_ev": 0.73, "molar_mass_g_mol": 100.2}



Entry 2:
{"formula": "C6H12O", "method": "ωB97M-V/def2-TZVPD", "species": ["C", "C", "O", "C", "C", "C", "C", "H", "H", "H", "H", "H", "H", "H", "H", "H", "H", "H", "H"], "positions_angstrom": [[-1.267, -1.586, -0.505], [-0.578, -0.397, 0.157], [-1.226, -0.084, 1.394], [0.923, -0.636, 0.411], [1.486, 0.772, 0.595], [0.775, 1.567, -0.511], [-0.620, 0.913, -0.662], [-1.099, -2.498, 0.083], [-0.876, -1.765, -1.513], [-2.347, -1.421, -0.574], [-1.116, -0.845, 1.980], [1.090, -1.302, 1.268], [1.376, -1.117, -0.467], [1.204, 1.147, 1.585], [2.576, 0.829, 0.507], [1.340, 1.459, -1.445], [0.722, 2.637, -0.288], [-0.861, 0.715, -1.712], [-1.419, 1.543, -0.258]], "lowdin_charge": [-0.03, -0.58, -0.02, -0.14, -0.19, -0.18, -0.11, 0.08, 0.08, 0.09, 0.10, 0.12, 0.12, 0.11, 0.11, 0.11, 0.10, 0.11, 0.12], "total_charge": 0, "homo_lumo_gap_ev": 11.1, "smiles": "CC1(O)CCCC1", "relative_energy_kj_mol": 1.76, "lumo_energy_ev": 0.96, "molar_mass_g_mol": 100.2}



Entry 3:
{"formula": "C6H12O", "method": "ωB97M-V/def2-TZVPD", "species": ["C", "C", "C", "O", "C", "C", "C", "H", "H", "H", "H", "H", "H", "H", "H", "H", "H", "H", "H"], "positions_angstrom": [[-0.102, -2.406, -0.958], [0.197, -1.322, 0.063], [2.149, 0.296, 0.452], [1.315, 1.180, -0.029], [-0.015, 1.175, 0.520], [-0.698, 2.478, 0.173], [-0.673, -0.069, -0.088], [0.571, -3.255, -0.808], [0.052, -2.014, -1.968], [-1.129, -2.771, -0.898], [0.137, -1.718, 1.091], [1.887, 0.096, 1.531], [1.345, -1.061, -0.174], [0.084, 1.045, 1.609], [-0.155, 3.321, 0.609], [-1.721, 2.484, 0.561], [-0.739, 2.612, -0.912], [-0.846, 0.128, -1.154], [-1.658, -0.198, 0.381]], "lowdin_charge": [-0.11, -0.27, 0.01, -0.16, -0.40, -0.04, -0.15, 0.08, 0.08, 0.07, 0.12, 0.03, 0.08, 0.14, 0.09, 0.09, 0.09, 0.12, 0.13], "total_charge": 0, "homo_lumo_gap_ev": 9.1, "relative_energy_kj_mol": 351.50, "lumo_energy_ev": 0.89, "molar_mass_g_mol": 100.2}



Entry 4:
{"formula": "C6H12O", "method": "ωB97M-V/def2-TZVPD", "species": ["C", "C", "O", "C", "C", "C", "C", "H", "H", "H", "H", "H", "H", "H", "H", "H", "H", "H", "H"], "positions_angstrom": [[2.967, 0.621, 0.292], [2.068, -0.508, -0.199], [0.756, -0.040, 0.010], [-0.367, -0.702, -0.531], [-1.501, -0.368, 0.401], [-2.902, -0.158, -0.092], [-2.069, 1.018, 0.335], [3.995, 0.520, -0.070], [2.553, 1.558, -0.093], [2.982, 0.688, 1.384], [2.249, -1.442, 0.360], [2.282, -0.715, -1.260], [-0.593, -0.322, -1.544], [-0.230, -1.793, -0.616], [-1.387, -0.798, 1.394], [-3.102, -0.287, -1.153], [-3.714, -0.472, 0.557], [-1.676, 1.672, -0.440], [-2.311, 1.527, 1.264]], "lowdin_charge": [-0.08, -0.28, -0.17, -0.20, -0.29, -0.12, -0.12, 0.07, 0.08, 0.07, 0.12, 0.12, 0.13, 0.13, 0.14, 0.10, 0.10, 0.11, 0.10], "total_charge": 0, "homo_lumo_gap_ev": 10.8, "smiles": "CCOCC1CC1", "relative_energy_kj_mol": 158.44, "lumo_energy_ev": 1.21, "molar_mass_g_mol": 100.2}



Entry 5:
{"formula": "C6H12O", "method": "ωB97M-V/def2-TZVPD", "species": ["C", "C", "O", "C", "C", "C", "C", "H", "H", "H", "H", "H", "H", "H", "H", "H", "H", "H", "H"], "positions_angstrom": [[2.348, 0.326, -0.348], [1.237, -0.214, 0.534], [1.757, -0.252, 1.852], [-0.024, 0.652, 0.486], [-0.736, 0.596, -0.902], [-2.119, 0.565, -0.384], [-2.617, -0.831, -0.283], [2.041, 0.364, -1.398], [3.234, -0.309, -0.266], [2.619, 1.336, -0.023], [0.974, -1.232, 0.199], [1.093, -0.659, 2.422], [0.222, 1.686, 0.740], [-0.401, -0.300, -1.456], [-0.496, 1.496, -1.475], [-0.703, 0.307, 1.281], [-1.881, -1.653, -0.359], [-3.256, -0.888, -1.183], [-3.294, -0.990, 0.562]], "lowdin_charge": [-0.04, -0.47, -0.04, -0.16, -0.27, -0.03, -0.17, 0.08, 0.08, 0.09, 0.14, 0.09, 0.13, 0.11, 0.10, 0.11, 0.07, 0.10, 0.07], "total_charge": 0, "homo_lumo_gap_ev": 8.9, "relative_energy_kj_mol": 370.47, "lumo_energy_ev": 0.59, "molar_mass_g_mol": 100.2}



Entry 6:
{"formula": "C6H12O", "method": "ωB97M-V/def2-TZVPD", "species": ["O", "C", "C", "C", "C", "C", "C", "H", "H", "H", "H", "H", "H", "H", "H", "H", "H", "H", "H"], "positions_angstrom": [[2.983, -0.777, -0.846], [2.002, -1.388, -1.221], [0.501, -1.122, -0.915], [0.102, 0.069, -0.070], [0.387, 1.565, -0.818], [-1.267, -0.111, 0.594], [-1.471, 0.786, 1.866], [2.266, -2.376, -1.709], [0.273, -2.129, -0.390], [-0.062, -1.152, -1.763], [0.727, -0.008, 0.790], [1.462, 1.505, -0.937], [-0.073, 1.334, -1.743], [0.204, 2.453, -0.197], [-1.106, -1.215, 0.928], [-2.138, -0.060, 0.001], [-1.892, 1.723, 1.535], [-2.291, 0.404, 2.432], [-0.609, 0.498, 2.464]], "lowdin_charge": [0.03, -0.23, -0.15, -0.35, 0.01, -0.24, -0.09, 0.12, 0.15, 0.08, 0.10, 0.05, 0.05, 0.07, 0.13, 0.09, 0.07, 0.05, 0.08], "total_charge": 0, "homo_lumo_gap_ev": 10.7, "smiles": "CC[C@H](C)CC=O", "relative_energy_kj_mol": 216.72, "lumo_energy_ev": 0.95, "molar_mass_g_mol": 100.2}



Copy entry 4 word for word.
{"formula": "C6H12O", "method": "ωB97M-V/def2-TZVPD", "species": ["C", "C", "O", "C", "C", "C", "C", "H", "H", "H", "H", "H", "H", "H", "H", "H", "H", "H", "H"], "positions_angstrom": [[2.967, 0.621, 0.292], [2.068, -0.508, -0.199], [0.756, -0.040, 0.010], [-0.367, -0.702, -0.531], [-1.501, -0.368, 0.401], [-2.902, -0.158, -0.092], [-2.069, 1.018, 0.335], [3.995, 0.520, -0.070], [2.553, 1.558, -0.093], [2.982, 0.688, 1.384], [2.249, -1.442, 0.360], [2.282, -0.715, -1.260], [-0.593, -0.322, -1.544], [-0.230, -1.793, -0.616], [-1.387, -0.798, 1.394], [-3.102, -0.287, -1.153], [-3.714, -0.472, 0.557], [-1.676, 1.672, -0.440], [-2.311, 1.527, 1.264]], "lowdin_charge": [-0.08, -0.28, -0.17, -0.20, -0.29, -0.12, -0.12, 0.07, 0.08, 0.07, 0.12, 0.12, 0.13, 0.13, 0.14, 0.10, 0.10, 0.11, 0.10], "total_charge": 0, "homo_lumo_gap_ev": 10.8, "smiles": "CCOCC1CC1", "relative_energy_kj_mol": 158.44, "lumo_energy_ev": 1.21, "molar_mass_g_mol": 100.2}